No. 1
C39H71N7O8 | ωB97M-V with the def2-TZVPD basis set

XYZ file:
```
125
Properties=species:S:1:pos:R:3:mulliken_charge:R:1
C -4.22724 0.91324 -1.71613 -0.90
C -2.80626 0.42404 -2.34663 -0.44
C -2.19355 -0.63449 -1.30434 -0.22
C -0.65661 -0.41413 -0.94366 0.41
C 0.36943 -1.58271 -1.07689 0.38
C 0.03266 -3.04685 -1.60470 -1.30
C -0.74691 -3.97622 -0.55513 -0.46
C 0.19351 -4.85257 0.40013 0.57
C 1.42437 -5.57610 -0.33180 -1.39
C 0.62357 -3.98342 1.70018 0.26
C 1.08462 -5.03224 2.84373 -0.66
C 0.85333 -4.31065 4.28156 -0.45
C 1.36203 -3.00475 4.53648 0.46
C 0.58814 -1.86569 5.35765 -0.67
C 2.80734 -2.58014 3.93734 -0.78
C 1.86512 -1.31005 -0.68162 -0.67
C 2.39128 0.05224 -0.16274 -0.68
C 1.37704 1.20856 -0.06981 -0.08
C -0.11692 0.94799 -0.45131 0.54
C -0.85525 2.32936 -0.18718 0.28
O -1.96984 2.77185 -0.52786 -0.54
N 0.12838 3.12433 0.60256 -0.26
C 1.54590 2.72276 0.37518 0.15
O 2.57550 3.42253 0.50722 -0.52
H -4.04985 1.34930 -0.66467 0.27
H -4.76789 1.66591 -2.37715 0.05
H -4.84747 -0.04445 -1.53907 0.34
H -3.09149 -0.12725 -3.31946 0.36
H -2.11246 1.30433 -2.55833 0.30
H -2.25913 -1.67247 -1.80494 0.12
H -2.83320 -0.72755 -0.34930 0.28
H 0.99071 -3.49136 -2.03003 0.50
H -0.67798 -2.90975 -2.50794 0.34
H -1.42760 -3.28973 0.06833 0.38
H -1.44492 -4.65099 -1.15697 0.11
H -0.47515 -5.70036 0.81770 0.41
H 2.36779 -4.93648 -0.17356 0.26
H 1.65224 -6.62902 0.05040 0.32
H 1.27028 -5.64237 -1.46800 0.30
H 1.41609 -3.20356 1.45338 -0.02
H -0.35481 -3.51978 2.10021 -0.20
H 0.47513 -6.01271 2.81237 0.37
H 2.18974 -5.30345 2.75785 0.29
H 0.28469 -4.86028 5.12094 0.31
H 0.98777 -1.75558 6.43194 0.30
H -0.53288 -2.08034 5.39927 0.00
H 0.70228 -0.86340 4.80891 0.14
H 3.61216 -2.73026 4.74308 0.30
H 3.06836 -3.17899 2.98743 0.25
H 2.72344 -1.46487 3.66541 0.03
H 2.60477 -2.18793 -0.77117 0.19
H 3.48589 0.20573 0.14127 0.40
H 0.09753 4.01083 0.04759 0.30
C -2.08360 -7.78080 -5.31135 -0.88
N -1.21159 -7.16949 -4.33106 -0.17
C -1.42295 -7.01197 -2.99638 0.74
C -2.71605 -7.52392 -2.42106 -1.39
O -0.57281 -6.46684 -2.30217 -0.53
H -1.55043 -8.61543 -5.77167 0.29
H -2.31164 -7.03758 -6.07847 0.29
H -3.01033 -8.14224 -4.87090 0.34
H -0.32350 -6.80164 -4.64232 0.24
H -2.73778 -7.32600 -1.34903 0.27
H -3.56222 -7.01181 -2.88436 0.37
H -2.79489 -8.60222 -2.57500 0.45
C 5.16378 4.40728 -0.75851 -0.32
N 6.60216 4.35305 -0.60250 -0.09
C 7.53960 5.19694 -1.11712 0.52
C 7.06404 6.34767 -1.96342 -0.84
O 8.72691 5.00561 -0.88493 -0.68
H 4.71510 4.49218 0.23206 0.25
H 4.83433 3.47362 -1.21997 0.22
H 4.84664 5.24725 -1.37300 -0.13
H 6.99638 3.60706 -0.04707 0.23
H 7.92241 6.92859 -2.30003 0.27
H 6.53493 5.97340 -2.84202 0.26
H 6.41427 7.00016 -1.37902 0.29
C -7.03275 4.15858 -4.05386 -0.85
N -6.17175 3.15796 -4.64719 -0.17
C -6.51329 2.13955 -5.48379 0.86
C -7.96175 1.99758 -5.86818 -1.29
O -5.65264 1.37482 -5.89840 -0.65
H -6.68172 5.14371 -4.36888 0.30
H -6.94960 4.08207 -2.96738 0.28
H -8.07303 4.03424 -4.34692 0.32
H -5.18418 3.18834 -4.43547 0.24
H -8.07585 1.14394 -6.53648 0.29
H -8.57132 1.82409 -4.97868 0.34
H -8.30123 2.89405 -6.39158 0.37
C -5.21581 -1.75205 4.50174 -0.95
N -3.87135 -1.95078 4.00424 -0.16
C -3.06118 -3.03207 4.17097 0.78
C -3.58950 -4.19414 4.96832 -1.51
O -1.94050 -3.03760 3.67877 -0.48
H -5.87621 -1.58372 3.64813 0.29
H -5.21918 -0.86236 5.13529 0.30
H -5.57434 -2.60503 5.07393 0.37
H -3.44763 -1.21296 3.45916 0.22
H -2.83092 -4.97597 5.01272 0.29
H -3.81899 -3.87687 5.98793 0.39
H -4.48111 -4.60434 4.48900 0.41
C 3.14626 2.67036 4.35274 -0.74
N 2.26205 2.18710 5.39217 -0.12
C 2.57044 1.41794 6.47276 0.82
C 4.00263 0.99062 6.65118 -1.30
O 1.69214 1.09555 7.26291 -0.66
H 3.10406 3.76173 4.34608 0.30
H 2.78518 2.29446 3.39262 0.14
H 4.17466 2.34894 4.50349 0.31
H 1.28334 2.43264 5.34155 0.22
H 4.08888 0.38523 7.55368 0.31
H 4.32388 0.38795 5.79867 0.31
H 4.64549 1.86689 6.76007 0.39
C 2.28977 6.80593 -3.31108 -0.89
N 3.68281 7.17369 -3.17512 -0.12
C 4.21617 8.41649 -3.01265 0.95
C 3.27264 9.58828 -2.96286 -1.39
O 5.42827 8.55279 -2.91231 -0.63
H 2.03625 6.11704 -2.50190 0.20
H 2.16174 6.29420 -4.26751 0.32
H 1.62930 7.66948 -3.27147 0.36
H 4.37658 6.44010 -3.19931 0.16
H 3.84455 10.50674 -2.83007 0.31
H 2.71420 9.66105 -3.89866 0.38
H 2.58692 9.48307 -2.11923 0.35
```

orbital gap	6.37	eV
LUMO level	-0.9833	eV
total charge	0
structure (SMILES)	CCCc1c(CC[C@@H](C)CCC=C(C)C)ccc2c1C(=O)NC2=O.CNC(C)=O.CNC(C)=O.CNC(C)=O.CNC(C)=O.CNC(C)=O.CNC(C)=O



No. 2
C3H11NOS | ωB97M-V with the def2-TZVPD basis set

XYZ file:
```
17
Properties=species:S:1:pos:R:3:mulliken_charge:R:1
C 1.79524 -1.38300 4.50935 -0.82
S 1.09980 -1.96736 2.86357 -0.08
C 1.95870 -1.05424 1.59201 -0.62
H 2.63190 -2.01684 4.81073 0.27
H 0.99108 -1.37694 5.25146 0.30
H 2.08997 -0.28712 4.49852 0.28
H 1.35881 -0.47961 0.84800 0.24
H 2.59890 -0.30597 2.19908 0.18
H 2.63639 -1.68175 1.00883 0.26
N -1.84276 2.40738 -3.47845 -0.52
C -2.19844 1.12525 -2.97458 -0.05
O -2.21105 0.06816 -3.93167 -0.58
H -0.90464 2.48469 -3.74865 0.23
H -2.43413 2.81458 -4.29139 0.22
H -1.30308 0.79180 -2.26322 0.13
H -3.27314 1.21574 -2.51207 0.25
H -2.99355 -0.35477 -4.38154 0.32
```

orbital gap	9.39	eV
LUMO level	0.8782	eV
total charge	0
ΔE to the lowest compared entry with this formula, charge and spin	41.59	kcal per mole
structure (SMILES)	CSC.NCO



No. 3
C7H12Cl2N2O2 | ωB97M-V with the def2-TZVPD basis set

XYZ file:
```
25
Properties=species:S:1:pos:R:3:mulliken_charge:R:1
C -1.30480 -0.60842 -0.29699 -1.57
C -0.36764 0.55986 -0.51434 2.31
C -1.03379 1.83777 -0.35853 -1.96
C 0.15305 0.64003 -1.95972 -1.47
C 0.86212 -0.24811 -2.57691 0.51
O 1.48666 -1.03224 -3.12020 -0.39
C 0.87158 0.48266 0.48142 -0.55
Cl 0.24449 0.95167 2.10885 -0.13
C 1.46898 -0.84769 0.68677 0.63
O 2.28261 -1.00220 1.82151 -0.62
N 1.03665 -1.89437 0.10418 0.23
N 1.29043 -3.16509 0.34456 -0.81
H -1.02992 -1.14460 0.51637 0.49
H -1.10788 -1.29018 -1.10659 0.34
H -2.35122 -0.29900 -0.06036 0.31
H -1.44500 1.80810 0.62499 -0.24
H -1.74012 2.09486 -1.05463 0.70
H -0.27444 2.62896 -0.21749 0.44
H -0.11017 1.40801 -2.63180 0.39
H 1.56856 1.22395 0.21771 0.63
H 2.69475 -0.11844 2.08833 0.33
H 1.77586 -3.44931 1.19031 0.22
H 1.10038 -3.78404 -0.37661 0.18
Cl -3.66681 2.75855 2.21459 -0.27
H -2.40437 2.48927 1.87457 0.31
```

orbital gap	9.02	eV
LUMO level	0.5000	eV
total charge	0
ΔE to the lowest compared entry with this formula, charge and spin	27.23	kcal per mole
structure (SMILES)	CC(C)(C=C=O)[C@@H](Cl)/C(O)=N/N.Cl



No. 4
C3H8N2O | ωB97M-V with the def2-TZVPD basis set

XYZ file:
```
14
Properties=species:S:1:pos:R:3:mulliken_charge:R:1
C -1.27308 -0.98640 0.42898 -1.54
C -0.29922 -0.08062 -0.27113 0.71
N 0.72766 -0.82402 -1.02235 -0.69
C 0.35086 0.89300 0.72909 0.19
N 1.46672 1.55001 0.28274 -0.38
O -0.08893 1.05940 1.84434 -0.62
H -0.76897 -1.62493 1.15362 0.38
H -2.02282 -0.42954 0.99342 0.36
H -1.82824 -1.60395 -0.27139 0.42
H -0.83297 0.56745 -0.97724 0.18
H 0.64129 -0.63769 -2.01562 0.24
H 0.54839 -1.82416 -0.95167 0.26
H 1.72401 2.38698 0.78437 0.26
H 1.65530 1.55448 -0.70715 0.22
```

orbital gap	10.02	eV
LUMO level	0.8019	eV
total charge	0
ΔE to the lowest compared entry with this formula, charge and spin	9.26	kcal per mole
structure (SMILES)	C[C@H](N)C(N)=O



No. 5
C7H8O2 | ωB97M-V with the def2-TZVPD basis set

XYZ file:
```
17
Properties=species:S:1:pos:R:3:mulliken_charge:R:1
C 0.55605 0.97935 -2.09755 -1.08
C -0.73202 1.25837 -2.51676 -0.20
C 0.40189 0.31666 -0.89658 0.85
C -0.95759 0.32810 -0.59238 0.37
C -1.46978 -0.57283 0.46740 -0.82
C 0.58781 -1.08320 1.02019 0.05
C 1.07450 -0.31451 2.24927 -1.00
O -1.64920 0.96194 -1.62343 -0.39
O 1.16360 -0.52339 -0.11428 -0.50
H 1.35680 1.07775 -2.71231 0.50
H -1.08304 1.81763 -3.38190 0.42
H -1.96053 -0.23247 1.37897 0.29
H -1.93714 -1.43279 0.10722 0.26
H 0.99663 -2.01084 0.97069 0.35
H 1.90426 -0.88026 2.87999 0.26
H 0.27912 -0.20739 3.02925 0.28
H 1.46864 0.51790 1.83223 0.35
```

orbital gap	8.84	eV
LUMO level	0.8701	eV
total charge	0
ΔE to the lowest compared entry with this formula, charge and spin	103.24	kcal per mole



| no. | HOMO level (eV) |
| --- | --- |
| 1 | -7.35 |
| 2 | -8.51 |
| 3 | -8.52 |
| 4 | -9.22 |
| 5 | -7.97 |